C6H15N2 | ωB97M-V/def2-TZVPD

Properties
Largest force on an atom: 3.8 eV/Å
Net charge: +1
ΔE to the lowest compared entry with this formula, charge and spin: 85.5 kcal per mole
HOMO level: -13.054 eV

Atoms and positions in Å:
C (0.21757, 1.25107, 2.40239)
C (-0.91201, 1.05196, 1.37116)
C (-0.69770, -0.10714, 0.41544)
C (-1.30703, -1.30122, 0.68708)
N (-1.38608, -2.36688, -0.18137)
C (0.01713, 0.14849, -0.73457)
C (-0.19023, 1.16261, -1.79224)
N (3.28431, -0.04817, -1.78712)
H (0.60282, 0.27145, 2.61186)
H (-0.12009, 1.82900, 3.25735)
H (-1.86312, 0.98524, 1.90814)
H (-1.06120, 1.96873, 0.81468)
H (-1.89617, -1.46042, 1.58314)
H (-0.71903, -3.11922, -0.00903)
H (-1.33718, -2.09186, -1.15513)
H (0.34883, -0.79375, -1.19055)
H (4.11604, -0.21753, -1.24495)
H (0.42263, 2.07200, -1.77271)
H (0.03648, 0.68745, -2.74279)
H (-1.22752, 1.50580, -1.76516)
H (1.04148, 1.83064, 1.98062)
H (2.44471, -0.06470, -1.23951)
H (3.37328, 0.79850, -2.32505)